1.
{
  "formula": "C23H12Cl6N2ORe",
  "method": "ωB97M-V with the def2-TZVPD basis set",
  "elements": ["Re", "Cl", "C", "C", "C", "C", "O", "C", "C", "N", "C", "C", "C", "C", "C", "C", "C", "C", "N", "C", "C", "H", "H", "H", "H", "H", "H", "H", "H", "H", "H", "Cl", "C", "C", "C", "Cl", "C", "Cl", "C", "Cl", "C", "Cl", "C", "H", "H"],
  "xyz": [[0.011479, -0.665429, 0.232805], [2.818488, -2.589893, -6.237521], [2.418622, -2.229787, -4.580681], [2.928841, -3.030836, -3.556959], [2.629034, -2.749805, -2.244159], [1.804943, -1.670506, -1.904474], [1.596244, -1.424675, -0.612806], [1.299760, -0.871451, -2.940149], [0.561104, 0.338421, -2.662413], [0.158868, 0.655837, -1.491505], [-0.370821, 1.944906, -1.203256], [-0.953499, 2.808181, -2.080792], [-1.381026, 4.088710, -1.650018], [-1.193429, 4.493263, -0.362920], [-0.599295, 3.609482, 0.574451], [-0.359856, 3.946575, 1.928110], [0.200382, 3.033458, 2.768539], [0.483776, 1.744522, 2.278192], [0.277729, 1.396527, 1.029659], [-0.229273, 2.326799, 0.156412], [1.622609, -1.158921, -4.276459], [3.563323, -3.870874, -3.806491], [3.016503, -3.360195, -1.439367], [0.412816, 1.027453, -3.495536], [-1.107430, 2.518071, -3.112525], [-1.855360, 4.750996, -2.361876], [-1.505617, 5.477350, -0.037096], [-0.629048, 4.934592, 2.282569], [0.391522, 3.260339, 3.807539], [0.872738, 0.972665, 2.931086], [1.239315, -0.524606, -5.066828], [-2.510797, 0.395760, 2.193749], [-1.631731, -0.987165, 2.836043], [-0.601587, -1.527296, 2.068258], [-0.043677, -2.699978, 2.594442], [1.236591, -3.481336, 1.708137], [-0.444372, -3.267482, 3.799257], [0.293874, -4.713312, 4.383523], [-1.455510, -2.662633, 4.545062], [-1.955651, -3.341834, 6.051718], [-2.060578, -1.515840, 4.051584], [-3.339980, -0.767861, 4.940151], [-1.524844, -1.406278, -0.513361], [-2.210182, -2.095269, -0.011579], [-1.874998, -1.110646, -1.512515]],
  "atomic_forces_ev_per_a": [[0.9, 1.0, -0.1], [0.0, 0.0, 0.1], [0.1, -0.1, 0.0], [0.0, 0.0, -0.1], [0.1, -0.1, 0.0], [0.1, -0.1, 0.3], [-0.1, -0.5, -0.3], [-0.2, 0.2, -0.1], [0.2, 0.0, -0.3], [-0.6, 0.1, 0.4], [0.2, -0.3, 0.0], [-0.2, 0.2, -0.2], [0.0, -0.2, -0.1], [0.0, -0.1, 0.1], [-0.1, 0.2, 0.0], [-0.1, 0.1, -0.1], [0.1, -0.1, 0.0], [0.1, 0.1, 0.2], [-0.5, 0.0, 0.0], [0.1, -0.1, 0.1], [-0.1, 0.1, 0.0], [0.0, 0.0, 0.0], [0.0, 0.0, 0.0], [0.2, 0.0, 0.0], [0.0, 0.0, 0.0], [0.0, 0.0, 0.0], [0.0, 0.0, 0.0], [0.0, 0.0, 0.0], [0.0, 0.0, 0.0], [-0.1, 0.0, 0.0], [0.0, 0.0, 0.0], [0.1, -0.1, 0.1], [-0.2, 0.0, 0.0], [0.2, -0.2, -0.2], [0.1, 0.0, 0.2], [-0.1, 0.1, 0.1], [0.1, 0.0, 0.0], [0.0, 0.1, 0.0], [0.0, -0.1, 0.1], [0.0, 0.1, -0.1], [-0.1, 0.1, 0.0], [0.1, 0.0, 0.0], [-0.2, -0.2, -0.1], [-0.1, 0.1, 0.0], [0.0, -0.1, 0.0]],
  "s2": 0.759,
  "energy_ha": -3907.80617,
  "spin_multiplicity": 2,
  "total_charge": 0,
  "e_homo_ev": [-6.99, -6.68],
  "lumo_energy_ev": [-1.33, -1.32]
}

=====

2.
{
  "formula": "C23H13BaCl6N3O14",
  "method": "ωB97M-V with the def2-TZVPD basis set",
  "elements": ["Ba", "O", "C", "O", "C", "O", "C", "C", "O", "O", "H", "H", "H", "H", "H", "O", "C", "C", "O", "C", "C", "O", "C", "O", "O", "O", "C", "O", "C", "C", "Cl", "N", "N", "C", "C", "O", "O", "C", "C", "C", "C", "C", "C", "H", "H", "H", "H", "H", "H", "Cl", "C", "Cl", "H", "H", "Cl", "C", "Cl", "Cl", "C", "N"],
  "xyz": [[-0.568746, -0.102371, 0.596444], [4.128923, 0.031214, 1.088150], [2.929373, -0.412977, 0.700904], [2.035745, 0.336609, 0.414880], [2.852955, -1.922510, 0.648360], [1.672955, -2.353422, 0.048325], [1.699141, -2.307727, -1.365088], [0.276404, -1.934958, -1.892697], [-0.203581, -2.657888, -2.765475], [-0.225487, -0.914241, -1.388477], [4.110332, 0.995573, 1.203351], [3.750191, -2.317673, 0.152264], [2.850190, -2.276481, 1.684143], [2.388928, -1.534894, -1.726092], [1.999154, -3.279762, -1.784139], [3.662026, 1.945143, 5.363485], [3.017267, 1.415473, 4.476642], [2.976386, -0.049301, 4.133599], [3.840783, -0.886013, 4.379631], [1.737159, -0.222782, 3.425431], [1.145296, 1.003313, 3.039149], [0.127969, 1.159604, 2.345593], [2.049892, 2.077486, 3.537200], [2.095415, 3.238534, 3.162319], [1.289411, -1.443133, 3.079147], [-4.607993, 4.794520, -0.933150], [-3.568962, 5.234826, -1.591111], [-3.580365, 6.299137, -2.179366], [-2.352556, 4.376965, -1.605533], [-1.188060, 4.687464, -2.290945], [-0.941281, 6.077711, -3.231115], [-0.288994, 3.684790, -2.089906], [-0.836372, 2.752369, -1.304210], [-2.055922, 3.121401, -0.997916], [-2.909223, 2.192876, -0.156732], [-4.094379, 2.536523, 0.044467], [-2.375440, 1.151693, 0.241851], [1.020050, 3.472770, -2.556461], [1.655342, 2.300595, -2.147468], [2.941498, 2.033637, -2.567807], [3.610788, 2.913114, -3.402784], [2.974075, 4.069648, -3.813259], [1.685901, 4.359124, -3.396932], [-4.447042, 3.850513, -0.498741], [1.127818, 1.614547, -1.507743], [3.426793, 1.127095, -2.240529], [4.616035, 2.694586, -3.734044], [3.481509, 4.763897, -4.466976], [1.218767, 5.267902, -3.733699], [-3.488983, -4.484948, -1.625356], [-3.106977, -2.794494, -1.925835], [-3.229879, -1.826789, -0.438160], [-3.831062, -2.430636, -2.654722], [-2.076607, -2.747388, -2.300105], [-0.572751, -0.457649, 5.528331], [-0.397977, -2.010341, 4.673476], [0.908891, -2.939533, 5.433006], [-1.887978, -2.912056, 4.846425], [-0.143511, -1.683880, 3.198048], [-0.970250, -1.658935, 2.331299]],
  "atomic_forces_ev_per_a": [[0.2, -0.4, 0.4], [0.5, -0.2, 0.1], [0.4, 0.2, -0.2], [0.4, 0.2, -0.3], [0.2, -0.2, 0.3], [0.1, 0.1, 0.1], [-0.5, -0.1, -0.5], [1.2, -0.9, -0.5], [-0.1, -0.4, -0.4], [0.6, -0.8, -3.7], [-0.3, -0.1, -0.1], [0.0, 0.1, 0.0], [0.1, 0.1, -0.1], [0.0, 0.0, 0.0], [-0.1, 0.2, 0.2], [-0.3, -0.3, -0.7], [0.6, 0.3, 1.0], [0.4, -0.7, -0.1], [-0.3, 0.3, 0.1], [0.0, 0.2, 0.2], [0.2, -0.2, 0.3], [1.0, 2.1, 2.7], [0.1, 1.1, -0.5], [-0.1, -0.7, 0.4], [0.8, 0.4, -0.2], [-0.2, -0.4, 0.3], [0.0, 0.2, -0.1], [-0.1, 0.0, 0.1], [0.4, -0.1, -0.1], [-0.6, 0.0, 0.3], [0.2, 0.2, -0.2], [-0.9, 0.6, 0.1], [0.1, -0.8, 0.5], [0.1, 0.4, -0.3], [-0.4, 0.3, -0.2], [-0.3, 0.4, 0.0], [-2.5, 1.8, -0.4], [0.7, -0.3, -0.2], [-0.1, 0.1, 0.0], [0.0, 0.0, 0.0], [0.1, 0.0, -0.1], [0.1, -0.1, 0.0], [-0.1, 0.1, 0.0], [0.1, 0.2, -0.2], [0.1, -0.1, 0.0], [0.0, -0.1, 0.1], [0.1, 0.0, 0.0], [0.0, 0.1, -0.1], [0.1, -0.1, 0.0], [-0.2, -0.6, 0.1], [0.2, 0.5, -0.1], [-0.3, -0.3, -0.3], [0.1, 0.1, 0.2], [-0.3, 0.1, 0.1], [-0.1, 0.2, 0.4], [0.1, 0.1, 0.2], [0.2, -0.1, 0.2], [-0.4, -0.2, 0.1], [-0.5, -0.5, 0.7], [-0.7, -1.7, 1.0]],
  "energy_ha": -4888.73678,
  "total_charge": -2,
  "e_homo_ev": -3.08,
  "lumo_energy_ev": 3.78
}

=====

3.
{
  "formula": "C23H13Cl2N4O5RhSSe2Te2",
  "method": "ωB97M-V with the def2-TZVPD basis set",
  "elements": ["Rh", "Se", "Te", "Te", "Se", "Cl", "C", "C", "C", "Cl", "C", "O", "C", "C", "O", "C", "H", "H", "H", "N", "C", "C", "C", "C", "C", "C", "C", "H", "H", "H", "H", "O", "S", "O", "O", "C", "N", "C", "C", "C", "N", "C", "C", "C", "N", "C", "C", "H", "H", "H", "H", "H", "H"],
  "xyz": [[0.766832, 0.324550, 0.529698], [3.146175, 0.456209, 0.607611], [4.018928, 2.798550, 1.233494], [1.674966, 3.720003, 2.152215], [0.353059, 2.717066, 0.286623], [-6.837776, 1.007342, -0.532167], [-5.121771, 0.669335, -0.544781], [-4.323972, 1.213438, -1.548358], [-2.973153, 0.969654, -1.544189], [-1.989925, 1.673744, -2.787589], [-2.320224, 0.193258, -0.538642], [-1.049618, 0.094551, -0.549777], [-3.190080, -0.409639, 0.416275], [-2.762953, -1.453431, 1.373758], [-1.723272, -2.066862, 1.370857], [-4.560807, -0.134380, 0.414031], [-4.756925, 1.836988, -2.318308], [-3.541401, -1.685063, 2.132479], [-5.184549, -0.593266, 1.173120], [-0.768555, 0.744231, 7.709772], [-0.495454, 0.654385, 6.594974], [-0.158907, 0.542170, 5.203364], [-1.131726, 0.753518, 4.227159], [-0.793415, 0.661427, 2.890441], [0.509627, 0.365151, 2.477591], [1.474829, 0.157953, 3.470839], [1.142399, 0.238402, 4.813282], [-2.144925, 0.998672, 4.520392], [-1.549641, 0.865065, 2.143725], [2.496720, -0.062494, 3.199789], [1.902153, 0.079318, 5.568132], [1.744806, -8.226825, 3.177063], [1.867770, -9.116107, 2.042009], [3.199392, -9.659985, 1.830438], [0.787001, -10.075048, 1.894527], [1.661908, -8.040347, 0.579341], [1.688182, -8.658755, -0.605405], [1.567939, -7.883812, -1.669898], [1.413458, -6.509765, -1.592056], [1.376308, -5.965470, -0.317017], [1.505655, -6.734075, 0.762068], [1.216883, -4.501166, -0.079755], [1.428890, -3.967457, 1.184856], [1.308344, -2.603422, 1.375590], [0.994450, -1.765928, 0.383615], [0.761968, -2.274842, -0.827281], [0.861380, -3.623265, -1.097766], [1.602162, -8.378814, -2.636655], [1.340735, -5.911032, -2.487928], [1.681361, -4.624355, 2.005758], [1.468184, -2.153846, 2.344718], [0.469885, -1.567112, -1.593119], [0.648742, -3.967864, -2.099228]],
  "atomic_forces_ev_per_a": [[0.1, 0.3, -0.1], [0.3, 0.0, 0.1], [0.0, -0.2, -0.1], [-0.1, 0.1, 0.0], [-0.1, 0.0, 0.1], [0.0, 0.0, 0.0], [0.0, 0.0, 0.0], [0.0, 0.0, 0.0], [-0.1, 0.1, 0.0], [0.0, 0.0, 0.0], [0.1, 0.2, 0.1], [0.0, -0.4, 0.1], [0.0, -0.2, 0.1], [0.1, 0.2, -0.2], [-0.1, 0.1, 0.0], [0.0, 0.0, 0.0], [0.0, 0.0, 0.0], [0.0, 0.0, 0.0], [0.0, 0.0, 0.0], [0.0, 0.0, 0.0], [0.0, 0.0, 0.0], [0.0, 0.0, 0.0], [0.0, 0.0, 0.0], [0.0, 0.1, 0.0], [-0.2, 0.1, 0.1], [-0.1, -0.1, -0.1], [0.0, 0.0, 0.1], [0.0, 0.0, 0.0], [0.0, 0.0, 0.0], [0.0, 0.0, 0.0], [0.0, 0.0, 0.0], [0.0, 0.0, 0.0], [0.0, 0.0, 0.0], [0.0, 0.0, 0.0], [0.0, 0.0, 0.0], [-0.1, 0.0, 0.0], [0.0, 0.0, 0.0], [0.0, 0.0, 0.0], [0.0, 0.0, 0.0], [0.0, 0.0, 0.0], [0.0, 0.0, 0.0], [0.0, -0.1, 0.0], [0.0, 0.0, 0.0], [0.1, 0.0, -0.1], [0.1, 0.0, 0.1], [0.0, 0.0, 0.0], [0.0, 0.0, 0.0], [0.0, 0.0, 0.0], [0.0, 0.0, 0.0], [0.0, 0.0, 0.0], [0.0, 0.0, 0.0], [0.0, 0.0, 0.0], [0.0, 0.0, 0.0]],
  "energy_ha": -8247.72843,
  "total_charge": -2,
  "e_homo_ev": -2.83,
  "lumo_energy_ev": 3.37
}

=====

4.
{
  "formula": "C23H13Cl2O9S",
  "method": "ωB97M-V with the def2-TZVPD basis set",
  "elements": ["O", "O", "O", "O", "O", "O", "O", "O", "Cl", "Cl", "O", "C", "C", "C", "C", "C", "C", "C", "C", "C", "C", "C", "C", "C", "C", "C", "C", "C", "C", "C", "C", "C", "C", "C", "S", "H", "H", "H", "H", "H", "H", "H", "H", "H", "H", "H", "H", "H"],
  "xyz": [[4.088813, -3.266544, 1.689548], [4.863312, 0.228907, 2.990889], [-2.254452, -2.657340, -4.972685], [-4.471478, 4.468066, 1.501768], [-4.974350, 2.075557, 1.496575], [5.648619, -1.892730, 0.928853], [-1.515875, -0.546415, -4.851642], [-3.310671, 3.004118, 3.017721], [1.123000, 2.213021, -2.214487], [-2.183392, 0.471292, 1.785531], [-2.025946, -4.183017, -2.988120], [4.504242, -2.111596, 1.409314], [3.907396, 0.170583, 2.209860], [-1.736183, -1.674491, -4.336843], [3.515536, -1.005970, 1.440843], [2.333526, -1.026739, 0.673973], [1.877642, 1.335797, 1.412920], [3.038100, 1.380575, 2.157387], [1.397906, 0.164472, 0.618614], [0.190791, 0.211210, -0.121774], [-1.045776, 3.638269, -1.245393], [-0.757169, -0.815332, -2.199217], [-0.586852, -2.215569, -0.235440], [-2.191839, 3.836939, -0.411177], [-0.277139, 2.484672, -1.151133], [-1.760425, 1.677940, 0.585974], [-1.490472, -3.129552, -2.264103], [-1.340926, -1.890399, -2.922202], [-0.342850, -0.980117, -0.873856], [-0.640700, 1.468653, -0.209148], [-1.172192, -3.297974, -0.922324], [-2.498929, 2.873324, 0.528762], [3.418246, 2.635322, 2.999813], [-1.542515, -4.554396, -0.171549], [-3.916309, 3.119342, 1.672548], [-2.230446, -3.754692, -3.893699], [2.154413, -1.908715, 0.081207], [1.231706, 2.204427, 1.464460], [-0.829814, 4.372254, -2.007439], [-0.672119, 0.170581, -2.673928], [-0.296230, -2.289822, 0.812955], [-2.765831, 4.740039, -0.507085], [3.515205, 2.422312, 4.090690], [2.642319, 3.407447, 2.955246], [4.354601, 3.014345, 2.572310], [-2.566265, -4.436859, 0.235985], [-1.499089, -5.406149, -0.854951], [-0.909140, -4.745045, 0.694447]],
  "atomic_forces_ev_per_a": [[-0.5, 0.4, 0.6], [-0.3, -0.5, -0.6], [0.0, -0.2, 0.6], [0.8, -0.2, -1.2], [2.0, 1.2, -0.9], [-0.5, 1.0, 0.4], [-0.2, -1.0, 0.7], [0.3, 0.0, -1.3], [-0.8, 0.4, 0.6], [0.4, 0.2, -0.6], [0.4, 0.8, 1.0], [1.3, -2.7, -1.5], [0.0, 1.5, 1.4], [0.0, 1.2, -2.1], [-2.4, 0.8, -1.6], [1.5, 1.4, 1.5], [0.8, -0.3, 0.6], [-1.9, 0.3, -0.7], [-0.4, -0.2, -0.4], [2.0, -0.8, 1.3], [-0.8, -0.1, 0.3], [-0.6, -0.6, -0.2], [0.2, 0.1, -0.7], [1.8, -0.9, -0.6], [-0.6, -0.4, 0.7], [0.0, 0.1, 0.5], [-0.8, -0.6, -1.6], [1.1, 0.9, 1.8], [-0.4, 0.2, 0.3], [1.1, 0.2, -0.8], [0.6, 0.8, 1.3], [-1.1, -0.3, 0.1], [-0.4, -1.1, -0.3], [-0.4, 0.1, -0.2], [-2.4, -0.6, 3.2], [0.1, 0.1, -0.1], [-0.2, -0.1, 0.0], [-0.2, 0.0, -0.1], [0.2, 0.1, 0.0], [-0.1, -0.7, 0.0], [-0.2, -0.2, -0.2], [-0.2, 0.1, 0.1], [0.3, -0.2, -0.9], [0.1, -0.2, -0.4], [-0.1, 0.1, 0.5], [0.3, -0.3, -0.4], [-0.2, 0.0, 0.2], [0.2, 0.1, -0.1]],
  "energy_ha": -2880.05537,
  "total_charge": -3,
  "e_homo_ev": -0.53,
  "lumo_energy_ev": 6.05,
  "smiles": "CC1=C/C(=C(/c2cc(C)c(O)c(C(=O)[O-])c2)c2c(Cl)ccc(S(=O)(=O)[O-])c2Cl)C=C(C(=O)[O-])C1=O"
}